Entry from the Open Molecules 2025 dataset: a molecular structure, C73H81Ge2N3OS4TeTi (ωB97M-V/def2-TZVPD).

Each line ends with the Mulliken spin population.
Element x y z (Å)
Ti: 0.952558 0.639274 -0.042501  0.10
C: 0.825386 6.957016 0.818146  0.00
C: 0.100951 6.090960 -0.179308  0.00
C: 0.779407 5.516940 -1.250349  0.00
C: 0.107251 4.799930 -2.234754  0.00
C: 0.858895 4.224467 -3.414466  0.00
C: -1.278560 4.625933 -2.127998  0.00
C: -1.972071 5.146154 -1.028935  0.00
C: -3.455289 4.924819 -0.863665  0.00
C: -1.268775 5.882574 -0.080419  0.00
C: -2.009175 3.936961 -3.232331  0.00
C: -2.481645 4.690393 -4.303796  0.00
C: -3.129111 4.079349 -5.365446  0.00
C: -3.309541 2.703807 -5.375896  0.00
C: -2.858424 1.924666 -4.316326  0.00
C: -2.216916 2.554822 -3.240877  0.00
Ge: -1.549516 1.395894 -1.792890  0.00
S: 0.254064 0.263274 -2.289473  0.00
S: -0.847959 2.399694 0.220297  0.01
Ge: -1.957989 0.567184 1.123380  0.00
S: -0.297633 -0.898440 1.189145  0.03
S: -3.150743 0.209565 -0.737799  0.00
C: -3.024232 0.695902 2.788533  0.00
C: -2.566514 1.492899 3.856728  0.00
C: -3.335372 1.583756 5.011451  0.00
C: -4.526851 0.891659 5.124846  0.00
C: -4.966812 0.102835 4.081573  0.00
C: -4.231906 -0.017375 2.902173  0.00
C: -4.808619 -0.920748 1.860028  0.00
C: -5.817868 -0.446490 1.009797  0.00
C: -6.197908 1.013488 1.000597  0.00
C: -6.456111 -1.339651 0.157709  0.00
C: -6.125656 -2.688418 0.132127  0.00
C: -6.898282 -3.663942 -0.716516  0.00
C: -5.104704 -3.133827 0.963411  0.00
C: -4.452182 -2.278749 1.842185  0.00
C: -3.424264 -2.824370 2.804984  0.00
C: -1.316439 2.301209 3.794000  0.00
C: -1.357108 3.581191 3.227998  0.00
C: -2.636379 4.124659 2.640464  0.00
C: -0.197582 4.348210 3.217713  0.00
C: 0.986483 3.881184 3.773131  0.00
C: 2.254864 4.688013 3.685607  0.00
C: 0.986747 2.631611 4.380544  0.00
C: -0.145000 1.828896 4.397528  0.00
C: -0.126545 0.496855 5.103825  0.00
C: -3.016244 0.439035 -4.330736  0.00
C: -1.968114 -0.367409 -4.792817  0.00
C: -0.734869 0.236188 -5.419297  0.00
C: -2.105180 -1.750221 -4.720619  0.00
C: -3.257182 -2.339778 -4.226296  0.00
C: -3.370102 -3.836042 -4.089304  0.00
C: -4.316842 -1.520103 -3.846907  0.00
C: -4.222190 -0.138155 -3.897757  0.00
C: -5.399738 0.728615 -3.525299  0.00
H: 1.882491 6.695970 0.881500  0.00
H: 0.383798 6.876152 1.812299  0.00
H: 0.759551 8.005924 0.519042  0.00
H: 1.853014 5.665651 -1.336454  0.00
H: 1.924367 4.451088 -3.346496  0.00
H: 0.487164 4.642051 -4.352544  0.00
H: 0.727427 3.139439 -3.483825  0.00
H: -3.761915 3.953086 -1.252368  0.00
H: -4.026662 5.687174 -1.401392  0.00
H: -3.734252 4.980001 0.189611  0.00
H: -1.810512 6.313320 0.757492  0.00
H: -2.327253 5.764672 -4.299719  0.00
H: -3.486016 4.676733 -6.195903  0.00
H: -3.799317 2.220442 -6.214019  0.00
H: -2.985752 2.207401 5.827364  0.00
H: -5.114237 0.965961 6.032879  0.00
H: -5.898777 -0.446252 4.169869  0.00
H: -6.359705 1.391093 2.009837  0.00
H: -7.103929 1.175371 0.417080  0.00
H: -5.392860 1.607643 0.553202  0.00
H: -7.253386 -0.973881 -0.483403  0.00
H: -7.465470 -3.156667 -1.497558  0.00
H: -7.611258 -4.214053 -0.097280  0.00
H: -6.238267 -4.397259 -1.181119  0.00
H: -4.840747 -4.188871 0.957826  0.00
H: -3.406017 -3.914237 2.775280  0.00
H: -3.642836 -2.509271 3.827446  0.00
H: -2.423049 -2.467571 2.562183  0.00
H: -3.037046 3.454655 1.875526  0.00
H: -2.464314 5.101439 2.188856  0.00
H: -3.405252 4.232325 3.409021  0.00
H: -0.223175 5.337552 2.769527  0.00
H: 2.046799 5.744451 3.511802  0.00
H: 2.861709 4.320312 2.851123  0.00
H: 2.849876 4.591466 4.595343  0.00
H: 1.896549 2.277267 4.858037  0.00
H: 0.860886 0.300979 5.522241  0.00
H: -0.382126 -0.318255 4.423541  0.00
H: -0.852369 0.477931 5.921043  0.00
H: -0.477717 1.193198 -4.966254  0.00
H: -0.911127 0.412692 -6.484809  0.00
H: 0.119988 -0.436469 -5.327696  0.00
H: -1.289576 -2.381615 -5.063244  0.00
H: -2.525116 -4.345127 -4.553380  0.00
H: -4.288556 -4.201552 -4.552486  0.00
H: -3.396733 -4.112979 -3.031805  0.00
H: -5.234627 -1.972095 -3.486152  0.00
H: -6.200645 0.125542 -3.095337  0.00
H: -5.787962 1.243921 -4.407307  0.00
H: -5.118887 1.494785 -2.798845  0.00
C: 5.316382 -8.657791 2.028568  0.00
C: 4.657738 -7.343710 1.708164  0.01
C: 4.051968 -7.128653 0.475247  0.00
C: 3.467324 -5.914573 0.137912  -0.10
C: 2.811022 -5.795383 -1.218821  0.05
C: 3.490648 -4.869631 1.079805  0.01
Te: 2.533965 -2.985490 0.547905  0.73
N: 2.531966 -0.454016 0.376870  0.12
C: 2.714167 0.415603 1.333859  -0.02
O: 1.927137 1.478110 1.310721  -0.02
C: 3.674184 0.357925 2.464501  -0.02
C: 4.611422 1.374182 2.624678  0.00
C: 5.428569 1.386504 3.743772  0.00
C: 5.301250 0.395100 4.710512  0.00
C: 4.358597 -0.611129 4.554938  0.02
C: 3.543275 -0.626748 3.432905  0.03
C: 3.855629 -2.724833 -1.091821  0.13
C: 3.410682 -2.820010 -2.413679  -0.01
C: 2.048469 -3.325264 -2.821260  0.01
C: 4.313456 -2.515604 -3.430378  0.00
C: 5.621936 -2.144375 -3.169507  0.00
C: 6.590760 -1.854924 -4.286014  0.00
C: 6.035234 -2.071521 -1.842655  0.00
C: 5.175138 -2.346859 -0.790795  -0.12
C: 5.681552 -2.205644 0.625204  0.03
C: 4.066544 -5.073039 2.336681  -0.05
C: 4.098620 -4.010712 3.410805  0.01
C: 4.639880 -6.306187 2.628704  0.00
H: 4.934330 -9.453411 1.389395  0.00
H: 5.154920 -8.938031 3.069679  0.00
H: 6.394526 -8.589044 1.867223  0.00
H: 4.019191 -7.937430 -0.250368  0.00
H: 2.572547 -6.783188 -1.610795  0.00
H: 3.476742 -5.299606 -1.928404  0.00
H: 1.883928 -5.223449 -1.165963  0.00
H: 4.700121 2.148546 1.869951  0.00
H: 6.155017 2.181134 3.866816  0.00
H: 5.929841 0.416950 5.592874  0.00
H: 4.247240 -1.378416 5.312207  0.00
H: 2.764573 -1.368664 3.323444  -0.01
H: 1.321151 -3.282659 -2.014145  0.01
H: 2.120530 -4.361946 -3.161239  0.01
H: 1.651189 -2.741494 -3.646949  0.00
H: 3.975118 -2.582642 -4.461039  0.00
H: 6.071728 -1.578970 -5.203516  0.00
H: 7.198153 -2.738756 -4.493587  0.00
H: 7.270461 -1.047957 -4.010577  0.00
H: 7.055390 -1.772575 -1.620272  0.00
H: 6.632838 -1.676436 0.644464  0.00
H: 5.825187 -3.184995 1.086632  -0.01
H: 4.976269 -1.640990 1.241010  0.01
H: 3.445223 -3.181623 3.158246  0.03
H: 5.108597 -3.615204 3.544319  0.00
H: 3.774300 -4.425194 4.365908  0.00
H: 5.083835 -6.451614 3.609851  0.00
N: 3.091880 1.826374 -2.172849  0.00
N: 2.218236 2.332689 -1.163518  0.00
H: 3.442014 2.579533 -2.747603  0.00
H: 2.550471 1.211956 -2.759115  0.00
H: 1.597464 3.053801 -1.508129  0.00
H: 2.806839 2.754289 -0.465499  0.00

Cartesian forces (eV/Å) of the 2 atoms listed first:
Ti 0.0 -0.8 -1.2
C -0.1 0.0 -0.1

total charge: +1
frontier orbital gap (spin up / spin down): 7.57 / 5.75 eV
spin multiplicity: 2